1.
The following is a DFT calculation (ωB97M-V/def2-TZVPD) of 8 unconnected molecules or ions with the total composition H14IO7.

Computed properties:
HOMO-LUMO gap ... 8.70 eV
Calculated total energy ... -832.90807 hartree
LUMO energy ... 2.906 eV
Max |F| ... 0.26 eV/A

Structure (ORCA input):
```
! RIJCOSX wB97M-V def2-TZVPD def2/J DEFGRID3
* xyz -1 1
I 0.611 -0.298 0.249
O 1.360 0.491 -3.308
H 1.087 0.247 -2.409
H 0.570 0.880 -3.696
O -0.068 -1.671 3.565
H -0.160 -1.424 2.631
H 0.175 -0.842 3.994
O -1.792 1.482 -1.897
H -0.944 1.936 -1.952
H -1.811 1.154 -0.987
O 0.816 1.359 3.540
H 0.731 0.990 2.645
H 0.052 1.936 3.632
O -1.534 -2.386 -2.110
H -1.001 -3.136 -1.830
H -1.332 -1.710 -1.447
O 3.898 0.224 -1.165
H 3.688 -0.042 -2.065
H 3.112 -0.036 -0.656
O -2.819 0.089 0.990
H -2.743 0.953 1.408
H -1.894 -0.196 0.868
*
```

Charge distribution, natural (NBO) scheme, values in e:
1 I -0.9117
2 O -0.9696
3 H 0.4913
4 H 0.4665
5 O -0.9720
6 H 0.4812
7 H 0.4767
8 O -0.9556
9 H 0.4628
10 H 0.4862
11 O -0.9684
12 H 0.4945
13 H 0.4602
14 O -0.9526
15 H 0.4609
16 H 0.4863
17 O -0.9671
18 H 0.4691
19 H 0.4860
20 O -0.9674
21 H 0.4587
22 H 0.4843

---

2.
The following is a DFT calculation (ωB97M-V/def2-TZVPD) of C6H10O in the gas phase in a non-equilibrium geometry.

Computed properties:
HOMO-LUMO gap ... 9.74 eV
Calculated total energy ... -309.80030 hartree
LUMO energy ... 0.998 eV
Structure (SMILES) ... CC1=CCC[C@H]1O
Max |F| ... 3.13 eV/A

Structure (ORCA input):
```
! RIJCOSX wB97M-V def2-TZVPD def2/J DEFGRID3
* xyz 0 1
C 2.228 0.117 0.315
C 0.763 -0.117 0.018
C 0.079 -1.170 0.467
C -1.374 -1.204 0.085
C -1.664 0.235 -0.358
C -0.158 0.839 -0.702
O 0.098 2.182 -0.378
H 2.414 1.078 0.813
H 2.836 0.112 -0.595
H 2.606 -0.672 0.979
H 0.542 -1.975 1.024
H -2.021 -1.537 0.903
H -1.526 -1.924 -0.737
H -2.449 0.243 -1.157
H -2.012 0.896 0.424
H -0.519 0.685 -1.690
H 0.157 2.212 0.591
*
```

Charge distribution, natural (NBO) scheme, values in e:
1 C -0.6321
2 C -0.0388
3 C -0.1739
4 C -0.4481
5 C -0.4058
6 C 0.0423
7 O -0.6965
8 H 0.2166
9 H 0.2213
10 H 0.2166
11 H 0.2013
12 H 0.2118
13 H 0.2073
14 H 0.2051
15 H 0.2003
16 H 0.2104
17 H 0.4621

---

3.
The following is a DFT calculation (ωB97M-V/def2-TZVPD) of a gas-phase ion, C5H8O (charge +1) in a non-equilibrium geometry.

Computed properties:
HOMO-LUMO gap (alpha / beta) ... 9.35 / 8.38 eV
<S²> ... 0.7677
Calculated total energy ... -270.20604 hartree
LUMO energy (alpha / beta) ... -5.153 / -7.463 eV
Max |F| ... 2.00 eV/A

Structure (ORCA input):
```
! RIJCOSX wB97M-V def2-TZVPD def2/J DEFGRID3
* xyz 1 2
C 1.924 0.710 0.920
C 0.507 0.602 0.503
C 0.097 -0.384 -0.402
O 0.984 -1.015 -1.130
C -1.276 -0.721 -0.626
C -2.351 -0.073 -0.146
H 2.133 0.826 1.975
H 2.337 1.595 0.442
H 2.400 -0.149 0.450
H -0.252 1.039 1.131
H 0.557 -1.343 -1.935
H -1.452 -1.616 -1.219
H -2.273 0.703 0.608
H -3.336 -0.173 -0.571
*
```

Charge distribution, natural (NBO) scheme, values in e:
1 C -0.7005
2 C 0.0581
3 C 0.4064
4 O -0.5708
5 C -0.3082
6 C -0.1386
7 H 0.2787
8 H 0.2882
9 H 0.2536
10 H 0.2222
11 H 0.5211
12 H 0.2415
13 H 0.2071
14 H 0.2412

---

4.
The following is a DFT calculation (ωB97M-V/def2-TZVPD) of 7 unconnected molecules or ions with the total composition C35H72O14Si.

Computed properties:
HOMO-LUMO gap ... 9.52 eV
Calculated total energy ... -2719.68905 hartree
LUMO energy ... 0.537 eV
Structure (SMILES) ... CCCCO[C@@H]1OCC[C@@H]1[Si](C)(C)C.CCOC(C)=O.CCOC(C)=O.CCOC(C)=O.CCOC(C)=O.CCOC(C)=O.CCOC(C)=O
Max |F| ... 0.57 eV/A

Structure (ORCA input):
```
! RIJCOSX wB97M-V def2-TZVPD def2/J DEFGRID3
* xyz 0 1
C -2.004 5.948 0.106
C -0.611 5.540 0.589
C -0.183 4.149 0.109
C -0.602 3.058 1.086
O -0.042 1.786 0.815
C -0.489 1.225 -0.380
O -0.783 -0.148 -0.152
C -0.906 -0.739 -1.448
C -0.249 0.242 -2.439
C 0.515 1.193 -1.522
Si 2.300 0.764 -1.098
C 3.137 2.260 -0.350
C 3.156 0.388 -2.727
C 2.425 -0.729 0.012
H -2.781 5.317 0.543
H -2.067 5.840 -0.979
H -2.229 6.985 0.356
H 0.114 6.275 0.236
H -0.587 5.569 1.683
H 0.897 4.085 -0.032
H -0.634 3.960 -0.871
H -1.697 2.969 1.125
H -0.259 3.316 2.090
H -1.416 1.732 -0.707
H -1.954 -0.915 -1.708
H -0.421 -1.719 -1.448
H 0.325 -0.243 -3.224
H -1.030 0.838 -2.921
H 0.583 2.171 -2.018
H 2.966 3.145 -0.970
H 2.761 2.471 0.654
H 4.215 2.094 -0.287
H 3.184 1.290 -3.344
H 4.165 0.005 -2.572
H 2.585 -0.357 -3.287
H 1.940 -1.582 -0.468
H 1.928 -0.549 0.967
H 3.473 -0.968 0.209
C 7.778 2.427 -1.694
C 8.233 1.420 -0.660
O 7.157 0.596 -0.200
C 6.745 -0.506 -0.861
C 7.341 -0.846 -2.208
O 5.867 -1.161 -0.374
H 7.409 1.941 -2.597
H 8.607 3.079 -1.972
H 6.974 3.042 -1.288
H 9.059 0.805 -1.020
H 8.578 1.927 0.239
H 6.670 -0.458 -2.976
H 7.364 -1.929 -2.296
H 8.336 -0.448 -2.384
C 2.335 -3.164 3.033
C 2.092 -4.612 2.679
O 1.178 -5.264 3.576
C -0.152 -5.183 3.414
C -0.744 -4.270 2.367
O -0.856 -5.831 4.147
H 1.419 -2.579 2.970
H 3.057 -2.737 2.336
H 2.726 -3.070 4.044
H 1.742 -4.731 1.653
H 3.011 -5.187 2.775
H -1.055 -3.346 2.856
H -1.633 -4.760 1.976
H -0.088 -4.023 1.537
C 0.618 0.698 3.631
C 1.000 0.466 5.076
O 2.409 0.240 5.242
C 3.307 1.241 5.289
C 2.869 2.660 4.996
O 4.452 0.973 5.529
H 1.102 1.589 3.233
H -0.460 0.819 3.531
H 0.916 -0.141 3.006
H 0.677 1.285 5.721
H 0.538 -0.441 5.459
H 3.093 2.867 3.949
H 3.469 3.326 5.610
H 1.816 2.857 5.169
C -3.481 4.187 -5.811
C -2.359 5.062 -5.296
O -1.338 4.301 -4.640
C -0.337 3.688 -5.310
C -0.336 3.677 -6.821
O 0.503 3.122 -4.670
H -3.134 3.493 -6.576
H -4.268 4.806 -6.243
H -3.907 3.605 -4.994
H -1.927 5.683 -6.081
H -2.725 5.733 -4.520
H -0.775 2.733 -7.146
H 0.698 3.701 -7.152
H -0.883 4.492 -7.285
C -7.064 -3.964 3.658
C -5.968 -4.083 2.621
O -4.993 -3.042 2.739
C -3.958 -3.114 3.606
C -3.883 -4.242 4.608
O -3.133 -2.242 3.569
H -6.675 -4.079 4.669
H -7.819 -4.734 3.494
H -7.543 -2.988 3.587
H -5.487 -5.061 2.643
H -6.378 -3.946 1.621
H -4.272 -3.870 5.557
H -2.838 -4.510 4.742
H -4.435 -5.136 4.333
C -6.133 -3.084 -1.170
C -5.861 -3.633 -2.556
O -4.837 -2.900 -3.237
C -3.522 -3.144 -3.048
C -3.082 -4.128 -1.987
O -2.728 -2.523 -3.697
H -5.262 -3.177 -0.521
H -6.961 -3.626 -0.712
H -6.399 -2.030 -1.231
H -5.622 -4.696 -2.536
H -6.737 -3.512 -3.191
H -2.834 -3.559 -1.090
H -2.175 -4.611 -2.341
H -3.815 -4.885 -1.728
*
```

Results of the Mulliken charge analysis, in e, for atoms 1 through 99:
1 C -1.1242
2 C -0.6489
3 C 0.7402
4 C -0.8607
5 O -0.1285
6 C -1.1656
7 O -0.2404
8 C -0.2018
9 C -0.8827
10 C 1.3220
11 Si -0.3146
12 C -0.6627
13 C -0.8327
14 C -0.1970
15 H 0.2874
16 H 0.1901
17 H 0.4114
18 H 0.3737
19 H 0.3029
20 H -0.2193
21 H 0.0638
22 H 0.2775
23 H 0.4302
24 H 0.2726
25 H 0.0624
26 H 0.2544
27 H 0.2954
28 H 0.2930
29 H 0.3573
30 H 0.2685
31 H 0.0577
32 H 0.2713
33 H 0.3294
34 H -0.0639
35 H 0.3705
36 H 0.2411
37 H -0.3735
38 H 0.4518
39 C -0.9231
40 C -0.4382
41 O -0.3751
42 C 0.8770
43 C -1.1248
44 O -0.5734
45 H 0.2677
46 H 0.3854
47 H 0.2562
48 H 0.3596
49 H 0.3339
50 H 0.2369
51 H 0.3508
52 H 0.3594
53 C -0.1804
54 C -0.6023
55 O -0.3761
56 C 0.6319
57 C -0.5840
58 O -0.6040
59 H -0.1950
60 H 0.2208
61 H 0.3386
62 H 0.3599
63 H 0.3386
64 H -0.0028
65 H 0.4269
66 H 0.2518
67 C 0.3732
68 C -0.7875
69 O -0.3759
70 C 0.7579
71 C -0.8059
72 O -0.5862
73 H -0.2509
74 H 0.4731
75 H -0.3871
76 H 0.4186
77 H 0.3209
78 H 0.1412
79 H 0.3270
80 H 0.3084
81 C -1.0155
82 C -0.4019
83 O -0.3823
84 C 0.8472
85 C -1.1536
86 O -0.5174
87 H 0.2701
88 H 0.3844
89 H 0.2972
90 H 0.3709
91 H 0.3340
92 H 0.2746
93 H 0.3281
94 H 0.3627
95 C -1.1010
96 C 0.0301
97 O -0.3233
98 C 0.7316
99 C -0.8222